{
  "formula": "C23H30BF3NNaO5Si",
  "method": "ωB97M-V with the def2-TZVPD basis set",
  "species": ["Na", "C", "Si", "C", "C", "N", "C", "C", "C", "C", "C", "C", "O", "C", "C", "C", "C", "C", "C", "H", "H", "H", "H", "H", "H", "H", "H", "H", "H", "H", "H", "H", "H", "H", "H", "H", "H", "F", "C", "F", "F", "C", "O", "O", "C", "C", "C", "O", "B", "O", "C", "C", "C", "H", "H", "H", "H", "H", "H", "H", "H", "H", "H", "H", "H"],
  "positions_angstrom": [[-0.99091, 0.39865, -0.12159], [1.04729, -0.74524, -2.65664], [2.18371, 0.18615, -1.49144], [3.11347, -1.12744, -0.49363], [3.46967, 1.05094, -2.59691], [1.25826, 1.24002, -0.54909], [1.68889, 2.07595, 0.39973], [3.04402, 2.24973, 0.82126], [3.42224, 3.12538, 1.82238], [2.48415, 3.90161, 2.49577], [1.14877, 3.76943, 2.12056], [0.77693, 2.90957, 1.11276], [-0.58057, 2.80350, 0.78164], [-1.17578, 3.90828, 0.24360], [-0.46257, 4.89854, -0.42453], [-1.14259, 5.98127, -0.96321], [-2.52123, 6.08685, -0.84490], [-3.22207, 5.08805, -0.17932], [-2.55683, 4.00460, 0.36824], [1.62648, -1.36300, -3.35158], [0.43869, -0.05025, -3.24069], [0.37794, -1.41075, -2.10385], [3.61243, -1.85217, -1.14575], [2.38078, -1.65956, 0.11927], [3.86076, -0.69506, 0.17659], [3.99207, 0.32244, -3.22607], [4.21817, 1.60131, -2.02208], [2.96621, 1.76558, -3.25423], [3.80312, 1.65477, 0.32734], [4.47312, 3.19869, 2.08719], [2.77285, 4.58157, 3.28739], [0.37624, 4.35535, 2.60767], [0.61040, 4.80542, -0.52427], [-0.58383, 6.74397, -1.49383], [-3.04648, 6.92854, -1.27981], [-4.30099, 5.13641, -0.10160], [-3.08947, 3.20599, 0.86363], [-5.90658, 2.49289, -0.73822], [-5.19761, 1.33338, -0.75173], [-4.91178, 1.06456, 0.53775], [-6.06365, 0.37350, -1.15204], [-3.94389, 1.42885, -1.70026], [-4.25521, 1.65150, -2.87168], [-2.84770, 1.26595, -1.13925], [-0.82051, -5.30578, 2.57744], [-0.10227, -4.29046, 1.69563], [1.36280, -4.21251, 2.12683], [-0.68610, -3.00492, 1.91234], [-0.76691, -2.25280, 0.70142], [-0.41200, -3.17513, -0.33024], [-0.28566, -4.50732, 0.16761], [-1.57088, -5.25422, -0.19172], [0.89106, -5.17595, -0.53266], [-0.67608, -5.02735, 3.62302], [-0.42171, -6.31537, 2.43101], [-1.89042, -5.31641, 2.37758], [1.39680, -3.91438, 3.17615], [1.89505, -3.45633, 1.55016], [1.87716, -5.17202, 2.01775], [-2.43509, -4.75898, 0.25117], [-1.54846, -6.29918, 0.13249], [-1.69233, -5.22586, -1.27570], [1.80651, -4.60290, -0.39514], [0.68239, -5.22186, -1.60312], [1.04977, -6.19595, -0.16656]],
  "mulliken_charge": [0.997, -0.743, -0.237, -0.440, -1.120, 0.063, 0.375, -0.182, -0.894, -0.594, -0.077, -0.291, -0.254, 0.520, -0.131, -0.591, -0.536, -0.366, -0.644, 0.275, 0.270, 0.014, 0.381, -0.347, 0.427, 0.291, 0.318, 0.285, 0.220, 0.352, 0.338, 0.361, 0.441, 0.325, 0.353, 0.363, 0.412, -0.286, 0.803, -0.250, -0.293, 0.317, -0.706, -0.745, -1.950, 1.798, -1.742, -0.701, 0.141, -0.532, 1.911, -2.194, -1.918, 0.477, 0.305, 0.350, 0.524, 0.133, 0.285, 0.397, 0.326, 0.514, 0.295, 0.482, 0.322],
  "total_charge": -2,
  "fmax_ev_per_a": 0.14,
  "orbital_gap_ev": 4.726,
  "e_homo_ev": -0.6
}